Entry 1:
ORCA calculation (ωB97M-V/def2-TZVPD) on a structure of composition C40H100F6N8O12Sr in a non-equilibrium geometry.

The geometry in XYZ format:
```
167
Properties=species:S:1:pos:R:3
Sr -21.722 -23.849 -23.013
C -25.291 -27.041 -19.902
O -25.379 -28.442 -20.093
O -24.838 -26.647 -21.171
C -26.687 -26.541 -19.228
F -26.947 -27.331 -18.177
F -26.598 -25.348 -18.665
F -27.680 -26.429 -20.047
C -24.610 -29.351 -19.239
C -24.869 -30.772 -19.822
H -24.302 -31.494 -19.235
H -25.879 -31.144 -19.648
H -24.683 -30.696 -20.894
H -25.124 -29.176 -18.294
H -23.527 -29.230 -19.227
H -24.528 -26.903 -19.137
C -21.021 -23.149 -19.323
O -22.275 -23.982 -19.284
O -20.594 -23.178 -20.734
C -21.006 -21.863 -18.439
F -22.138 -21.699 -17.632
F -19.861 -21.746 -17.725
F -20.999 -20.752 -19.106
C -22.697 -24.670 -18.101
C -21.787 -26.008 -17.826
H -20.740 -25.708 -17.773
H -22.053 -26.267 -16.801
H -22.087 -26.691 -18.620
H -23.751 -24.888 -18.274
H -22.679 -24.004 -17.238
H -20.321 -23.790 -18.786
C -18.923 -17.886 -21.402
C -19.604 -17.732 -20.008
C -18.741 -18.431 -18.875
O -17.408 -18.008 -18.788
C -16.817 -18.525 -17.534
N -19.700 -16.289 -19.797
H -18.944 -18.968 -21.525
H -17.867 -17.616 -21.384
H -19.408 -17.496 -22.296
H -20.594 -18.189 -20.007
H -18.716 -19.455 -19.248
H -19.361 -18.397 -17.979
H -15.802 -18.184 -17.329
H -16.758 -19.613 -17.504
H -17.364 -18.160 -16.665
H -18.792 -16.068 -19.412
H -19.750 -15.889 -20.723
C -24.087 -21.220 -10.302
C -24.949 -21.997 -11.388
C -24.221 -22.415 -12.612
O -23.860 -21.291 -13.350
C -23.015 -21.627 -14.481
N -25.658 -23.023 -10.608
H -23.349 -21.859 -9.817
H -24.677 -20.941 -9.428
H -23.594 -20.273 -10.519
H -25.713 -21.283 -11.694
H -24.817 -23.033 -13.284
H -23.293 -22.918 -12.338
H -22.024 -21.877 -14.101
H -22.942 -20.846 -15.238
H -23.530 -22.466 -14.947
H -26.289 -22.626 -9.926
H -25.022 -23.549 -10.026
C -18.050 -26.151 -25.680
C -18.929 -25.429 -24.620
C -18.443 -24.019 -24.417
O -19.209 -23.260 -23.442
C -18.694 -21.910 -23.194
N -20.333 -25.314 -24.995
H -17.122 -26.486 -25.218
H -17.919 -25.454 -26.508
H -18.631 -27.001 -26.037
H -18.890 -25.999 -23.692
H -18.566 -23.419 -25.319
H -17.409 -24.054 -24.075
H -17.626 -21.950 -22.982
H -19.056 -21.316 -22.354
H -18.873 -21.279 -24.064
H -20.367 -25.064 -25.973
H -20.677 -26.263 -25.014
C -27.613 -23.407 -16.154
C -27.706 -22.021 -15.495
C -26.554 -21.091 -15.868
O -26.667 -20.911 -17.298
C -25.584 -20.216 -17.881
N -29.012 -21.382 -15.743
H -28.351 -24.119 -15.784
H -26.611 -23.804 -15.985
H -27.575 -23.206 -17.225
H -27.715 -22.280 -14.436
H -25.612 -21.592 -15.646
H -26.486 -20.223 -15.212
H -25.702 -20.264 -18.964
H -24.628 -20.668 -17.618
H -25.649 -19.179 -17.552
H -29.185 -20.666 -15.052
H -29.030 -20.998 -16.677
C -14.845 -29.377 -18.699
C -15.164 -27.926 -19.068
C -16.254 -27.228 -18.287
O -16.279 -25.832 -18.539
C -17.486 -25.253 -18.057
N -13.920 -27.186 -18.995
H -14.390 -29.461 -17.712
H -14.274 -29.948 -19.430
H -15.732 -30.010 -18.672
H -15.526 -27.750 -20.081
H -16.310 -27.453 -17.222
H -17.195 -27.708 -18.555
H -18.350 -25.298 -18.719
H -17.201 -24.207 -17.951
H -17.877 -25.723 -17.155
H -13.442 -27.320 -18.115
H -14.344 -26.279 -18.867
C -22.030 -25.209 -14.455
C -20.615 -25.901 -14.428
C -19.533 -24.736 -14.208
O -19.601 -23.670 -15.180
C -18.585 -22.697 -14.953
N -20.549 -26.768 -13.302
H -22.664 -26.060 -14.704
H -22.066 -24.488 -15.271
H -22.388 -24.721 -13.549
H -20.448 -26.580 -15.264
H -18.549 -25.114 -13.931
H -19.628 -24.248 -13.238
H -17.660 -22.859 -15.507
H -18.116 -22.801 -13.974
H -18.815 -21.637 -15.061
H -19.608 -27.094 -13.130
H -21.068 -27.585 -13.590
C -19.894 -26.410 -21.007
C -20.877 -27.235 -21.899
C -21.299 -28.469 -21.175
O -20.147 -29.094 -20.746
C -20.221 -29.912 -19.583
N -22.013 -26.480 -22.325
H -20.308 -26.312 -20.003
H -19.518 -25.498 -21.470
H -18.972 -26.979 -20.884
H -20.348 -27.606 -22.777
H -21.769 -29.259 -21.762
H -21.851 -28.082 -20.319
H -21.100 -30.536 -19.420
H -20.053 -29.258 -18.727
H -19.395 -30.615 -19.682
H -22.716 -26.412 -21.604
H -22.511 -27.045 -22.999
C -25.732 -22.392 -20.763
C -24.579 -22.455 -21.758
C -23.706 -21.211 -21.712
O -22.590 -21.494 -22.615
C -21.868 -20.341 -22.914
N -23.856 -23.687 -21.501
H -26.489 -23.153 -20.955
H -26.305 -21.485 -20.956
H -25.625 -22.573 -19.693
H -24.934 -22.640 -22.772
H -23.416 -20.984 -20.687
H -24.357 -20.396 -22.029
H -21.516 -19.816 -22.026
H -22.577 -19.621 -23.323
H -21.050 -20.306 -23.634
H -23.423 -23.512 -20.605
H -24.470 -24.454 -21.265
```

Kohn-Sham gap (alpha / beta) = 2.21 / 6.71 eV
DFT total energy = -96725.312 eV
charge = -1
E_HOMO (alpha / beta) = -0.40 / -4.90 eV
ΔE to the lowest compared entry with this formula, charge and spin = 0.000 eV
spin multiplicity = 2

These are the Löwdin partial charges, in e, on atoms 1 to 6:
1 Sr 1.06
2 C -0.43
3 O -0.14
4 O -0.24
5 C -0.61
6 F 0.12


Entry 2:
ORCA calculation (ωB97M-V/def2-TZVPD) on the molecule C5H7N in a non-equilibrium geometry.

The geometry in XYZ format:
```
13
Properties=species:S:1:pos:R:3
C 1.285 0.884 2.044
C 0.266 0.879 1.240
N -0.685 0.882 0.552
C -0.611 0.079 -0.565
C -1.200 0.493 -1.699
C 0.003 -1.302 -0.519
H 1.791 -0.041 2.288
H 1.590 1.799 2.536
H -1.225 -0.128 -2.588
H -1.695 1.457 -1.746
H 0.744 -1.420 0.276
H 0.516 -1.531 -1.461
H -0.779 -2.051 -0.358
```

Kohn-Sham gap = 9.03 eV
structure (SMILES) = C=C=NC(=C)C
DFT total energy = -6785.683 eV
E_HOMO = -8.20 eV
ΔE to the lowest compared entry with this formula, charge and spin = 2.830 eV
spin multiplicity = 1

These are the Löwdin partial charges, in e, on atoms 1 to 6:
1 C 0.01
2 C -0.21
3 N 0.15
4 C -0.41
5 C 0.04
6 C -0.04